No. 1
{
  "formula": "C24H66NO10",
  "method": "wB97M-V/def2-TZVPD",
  "symbols": ["C", "C", "C", "O", "C", "C", "C", "O", "C", "C", "N", "H", "H", "H", "H", "H", "H", "H", "H", "H", "H", "H", "H", "H", "H", "H", "H", "H", "H", "C", "C", "O", "H", "H", "H", "H", "H", "H", "C", "C", "O", "H", "H", "H", "H", "H", "H", "C", "C", "O", "H", "H", "H", "H", "H", "H", "C", "C", "O", "H", "H", "H", "H", "H", "H", "C", "C", "O", "H", "H", "H", "H", "H", "H", "C", "C", "O", "H", "H", "H", "H", "H", "H", "C", "C", "O", "H", "H", "H", "H", "H", "H", "C", "C", "O", "H", "H", "H", "H", "H", "H"],
  "positions_angstrom": [[-3.076, -3.290, -1.910], [-2.454, -1.796, -1.489], [-1.037, -1.632, -2.297], [-0.253, -0.437, -1.949], [0.310, -0.508, -0.592], [1.816, -1.154, -0.496], [1.991, -1.663, 1.087], [3.346, -2.196, 1.303], [3.424, -3.440, 0.486], [3.424, -3.013, -1.108], [2.040, -2.378, -1.359], [-2.475, -4.114, -1.292], [-4.231, -3.368, -1.689], [-2.859, -3.481, -3.050], [-2.347, -1.823, -0.311], [-3.255, -0.963, -1.721], [-1.321, -1.527, -3.451], [-0.446, -2.647, -2.207], [-0.357, -1.057, 0.197], [0.410, 0.619, -0.211], [2.670, -0.361, -0.706], [1.691, -0.813, 1.863], [1.164, -2.507, 1.221], [4.392, -4.003, 0.836], [2.513, -4.161, 0.650], [4.297, -2.295, -1.418], [3.411, -4.033, -1.725], [1.338, -3.114, -1.045], [1.904, -2.165, -2.374], [-4.708, -0.055, -4.889], [-4.044, -1.395, -5.134], [-4.426, -2.318, -4.125], [-4.427, 0.339, -3.906], [-4.420, 0.669, -5.656], [-5.798, -0.157, -4.891], [-2.955, -1.293, -5.110], [-4.330, -1.801, -6.109], [-5.394, -2.408, -4.162], [-0.461, -3.783, -6.532], [0.629, -3.482, -5.523], [0.114, -3.596, -4.205], [-1.302, -3.093, -6.406], [-0.081, -3.695, -7.554], [-0.854, -4.794, -6.387], [1.004, -2.463, -5.657], [1.468, -4.176, -5.634], [-0.209, -4.507, -4.093], [2.338, 2.695, 1.390], [2.652, 3.064, 2.825], [2.493, 1.929, 3.664], [1.314, 2.317, 1.305], [2.451, 3.561, 0.731], [3.002, 1.897, 1.041], [1.972, 3.846, 3.177], [3.678, 3.431, 2.921], [3.107, 1.244, 3.348], [-0.771, 2.041, 6.542], [-0.316, 0.629, 6.235], [0.252, 0.574, 4.934], [-1.509, 2.376, 5.805], [-1.216, 2.099, 7.539], [0.071, 2.739, 6.489], [-1.164, -0.062, 6.266], [0.431, 0.291, 6.959], [1.009, 1.185, 4.919], [-3.035, 2.132, 2.830], [-1.667, 2.248, 2.190], [-0.843, 3.111, 2.960], [-3.508, 3.116, 2.908], [-3.684, 1.473, 2.247], [-2.954, 1.736, 3.848], [-1.750, 2.664, 1.182], [-1.182, 1.269, 2.121], [-0.769, 2.728, 3.851], [-2.290, -1.655, 9.452], [-2.625, -0.234, 9.049], [-3.267, -0.227, 7.782], [-1.636, -2.122, 8.708], [-1.790, -1.676, 10.424], [-3.196, -2.266, 9.508], [-1.714, 0.368, 8.973], [-3.289, 0.236, 9.781], [-4.079, -0.757, 7.863], [2.480, -0.200, -9.055], [1.793, -1.102, -8.050], [2.737, -1.991, -7.471], [2.955, -0.794, -9.843], [1.765, 0.488, -9.514], [3.272, 0.383, -8.574], [1.017, -1.698, -8.539], [1.326, -0.516, -7.252], [3.417, -1.451, -7.032], [2.522, 7.859, 1.314], [3.008, 6.646, 2.079], [3.823, 5.839, 1.243], [1.951, 7.554, 0.431], [1.888, 8.490, 1.943], [3.368, 8.455, 0.956], [2.160, 6.041, 2.416], [3.590, 6.943, 2.957], [4.577, 6.382, 0.956]],
  "atomic_forces_ev_per_a": [[1.0, 0.0, 0.2], [-0.6, -1.0, 0.3], [-1.9, -0.5, -0.7], [0.4, -1.8, 1.8], [0.4, 1.0, 0.4], [0.1, 1.7, 2.3], [-1.0, 0.2, -0.7], [-2.4, -1.4, -1.4], [0.8, 0.5, -0.3], [0.5, -1.9, 0.6], [0.2, -0.4, 0.5], [-1.4, 1.7, -1.2], [2.5, 0.2, -0.5], [-0.7, 0.3, 2.4], [0.0, 0.2, -2.4], [1.9, -1.6, 0.2], [0.9, -0.2, 2.6], [-1.0, 2.1, 0.0], [1.0, 0.8, -1.7], [-0.1, -2.5, -0.9], [-1.9, -1.8, 0.1], [1.1, -1.7, -1.8], [1.7, 1.5, -0.1], [-1.8, 1.2, -1.0], [1.5, 1.4, -0.1], [-1.9, -1.4, 0.7], [0.3, 2.4, 1.1], [0.8, 1.1, -0.8], [-0.2, -0.3, 0.8], [0.1, 0.2, 0.0], [-0.5, 0.2, 0.0], [-0.4, -0.1, -0.1], [0.1, 0.0, -0.1], [-0.1, 0.0, 0.1], [0.1, 0.0, -0.1], [-0.1, -0.2, 0.1], [0.1, 0.1, -0.1], [0.5, 0.0, 0.0], [-0.1, 0.1, -0.2], [0.0, -0.2, -0.5], [0.0, -0.4, 0.7], [0.1, 0.0, 0.0], [-0.1, -0.1, 0.1], [0.1, 0.0, -0.1], [0.0, -0.2, 0.2], [0.1, 0.2, -0.2], [0.1, 0.4, -0.1], [-0.2, 0.1, -0.3], [0.2, 0.1, -0.3], [0.1, -0.6, 0.3], [0.0, 0.2, 0.2], [0.1, -0.1, 0.0], [0.2, 0.1, 0.0], [0.0, -0.3, 0.1], [-0.1, 0.2, -0.1], [-0.3, 0.4, 0.3], [-0.1, 0.1, 0.1], [0.0, 0.1, 0.0], [0.1, 0.1, -0.3], [-0.1, -0.1, 0.2], [0.0, 0.1, -0.1], [0.0, -0.1, 0.1], [0.1, 0.1, -0.1], [-0.1, 0.0, 0.2], [-0.1, -0.2, -0.3], [-0.2, 0.0, 0.0], [-0.1, 0.1, 0.4], [0.2, 0.1, 0.1], [0.1, -0.1, -0.1], [0.0, 0.0, 0.1], [0.0, -0.1, -0.1], [0.1, 0.1, 0.1], [-0.1, -0.2, -0.1], [0.0, 0.0, -0.4], [0.2, -0.1, 0.1], [-0.2, -0.3, 0.1], [-0.3, 0.0, -0.3], [0.0, 0.1, 0.1], [-0.1, -0.1, -0.1], [0.0, 0.1, 0.1], [-0.2, 0.0, -0.1], [0.2, 0.0, 0.1], [0.4, 0.3, -0.1], [0.0, 0.1, -0.2], [0.3, 0.3, -0.1], [0.3, -0.2, 0.4], [-0.2, 0.0, 0.1], [0.1, 0.0, 0.0], [-0.1, 0.0, 0.0], [0.2, -0.1, 0.2], [-0.2, 0.1, -0.1], [-0.3, -0.3, -0.3], [-0.2, 0.1, 0.0], [0.1, 0.4, -0.1], [0.4, -0.2, -0.2], [0.0, 0.0, 0.2], [0.1, 0.0, -0.1], [-0.1, 0.0, 0.1], [0.2, 0.0, -0.1], [-0.2, 0.1, 0.1], [-0.4, -0.3, 0.1]],
  "lowdin_charge": [-0.14, -0.20, -0.21, -0.18, -0.13, -0.18, -0.13, -0.17, -0.14, -0.07, 0.03, 0.08, 0.09, 0.07, 0.10, 0.12, 0.14, 0.09, 0.13, 0.15, 0.18, 0.17, 0.15, 0.16, 0.14, 0.16, 0.16, 0.18, 0.18, -0.08, -0.32, -0.13, 0.07, 0.08, 0.08, 0.09, 0.11, 0.10, -0.07, -0.31, -0.13, 0.07, 0.07, 0.08, 0.09, 0.11, 0.10, -0.08, -0.30, -0.10, 0.05, 0.07, 0.06, 0.11, 0.11, 0.09, -0.08, -0.32, -0.11, 0.06, 0.07, 0.08, 0.10, 0.11, 0.05, -0.08, -0.33, -0.09, 0.08, 0.07, 0.07, 0.11, 0.09, 0.05, -0.09, -0.33, -0.10, 0.08, 0.08, 0.07, 0.10, 0.11, 0.09, -0.09, -0.34, -0.10, 0.08, 0.08, 0.08, 0.11, 0.11, 0.09, -0.09, -0.33, -0.10, 0.08, 0.08, 0.07, 0.10, 0.11, 0.09],
  "lumo_energy_ev": -2.6,
  "gap_ev": 9.05,
  "total_charge": 1
}

No. 2
{
  "formula": "C24H66O24Sn",
  "method": "wB97M-V/def2-TZVPD",
  "symbols": ["Sn", "C", "C", "O", "O", "H", "H", "H", "C", "C", "O", "O", "H", "H", "H", "C", "C", "O", "O", "H", "H", "H", "H", "H", "H", "C", "C", "O", "O", "H", "H", "H", "H", "H", "H", "C", "C", "O", "O", "H", "H", "H", "H", "H", "H", "C", "C", "O", "O", "H", "H", "H", "H", "H", "H", "C", "C", "O", "O", "H", "H", "H", "H", "H", "H", "C", "C", "O", "O", "H", "H", "H", "H", "H", "H", "C", "C", "O", "O", "H", "H", "H", "H", "H", "H", "C", "C", "O", "O", "H", "H", "H", "H", "H", "H", "C", "C", "O", "O", "H", "H", "H", "H", "H", "H", "C", "C", "O", "O", "H", "H", "H", "H", "H", "H"],
  "positions_angstrom": [[4.522, -20.888, 2.024], [7.768, -25.897, 2.058], [7.075, -24.547, 2.372], [6.072, -24.547, 3.151], [7.620, -23.520, 1.900], [8.498, -25.761, 1.269], [7.083, -26.693, 1.764], [8.274, -26.228, 2.972], [2.505, -20.029, -2.101], [2.856, -20.066, -0.575], [2.552, -21.128, 0.066], [3.422, -19.125, 0.088], [3.452, -20.043, -2.643], [1.905, -19.190, -2.391], [2.019, -20.960, -2.347], [-0.060, -24.622, -1.763], [1.350, -24.099, -1.821], [1.839, -23.769, -0.559], [-0.185, -25.868, -1.079], [-0.459, -24.677, -2.782], [-0.695, -23.963, -1.172], [1.351, -23.202, -2.468], [2.075, -24.774, -2.270], [1.953, -22.812, -0.429], [0.252, -26.594, -1.540], [4.729, -27.466, 4.175], [4.728, -26.791, 5.559], [3.464, -26.198, 5.875], [4.087, -26.580, 3.259], [4.159, -28.391, 4.099], [5.756, -27.667, 3.856], [5.495, -26.021, 5.468], [4.929, -27.376, 6.460], [3.119, -25.847, 5.054], [4.642, -25.816, 3.151], [0.018, -16.223, 1.054], [-0.212, -15.210, -0.032], [0.776, -14.190, -0.088], [1.248, -16.914, 0.916], [-0.755, -16.973, 0.928], [-0.056, -15.748, 2.054], [-1.233, -14.788, 0.094], [-0.202, -15.683, -1.023], [0.661, -13.712, 0.743], [1.862, -16.214, 0.659], [5.268, -21.312, 5.094], [4.231, -20.193, 5.152], [4.680, -19.246, 4.183], [4.847, -22.437, 4.250], [5.543, -21.712, 6.069], [6.220, -20.995, 4.697], [4.214, -19.670, 6.140], [3.218, -20.646, 4.948], [3.880, -19.062, 3.683], [5.552, -23.036, 3.889], [1.062, -18.025, 3.827], [0.919, -18.876, 5.084], [0.516, -20.205, 4.826], [2.142, -18.543, 3.074], [1.283, -17.017, 4.164], [0.164, -18.013, 3.231], [0.319, -18.440, 5.874], [1.948, -18.892, 5.474], [0.953, -20.491, 4.018], [2.165, -18.039, 2.236], [6.310, -21.901, -2.141], [6.271, -22.650, -0.815], [5.231, -22.128, 0.047], [6.582, -20.501, -1.959], [5.322, -21.978, -2.616], [7.036, -22.308, -2.879], [7.182, -22.646, -0.238], [6.014, -23.710, -1.078], [4.548, -22.807, 0.128], [6.450, -20.294, -1.012], [5.310, -16.511, 2.874], [4.360, -15.455, 3.465], [3.657, -14.803, 2.468], [4.505, -17.513, 2.156], [5.851, -17.046, 3.629], [5.931, -15.947, 2.151], [5.086, -14.722, 3.886], [3.755, -15.899, 4.256], [4.334, -14.293, 2.032], [4.034, -17.005, 1.490], [7.246, -18.831, 1.668], [8.020, -20.156, 1.859], [6.979, -21.117, 2.202], [6.413, -18.929, 0.545], [7.925, -17.996, 1.468], [6.658, -18.607, 2.587], [8.834, -20.020, 2.575], [8.423, -20.362, 0.871], [7.311, -22.096, 2.143], [5.737, -18.258, 0.657], [3.629, -16.338, -1.579], [4.343, -16.140, -2.954], [4.675, -17.417, -3.577], [4.466, -16.885, -0.572], [2.806, -17.047, -1.799], [3.200, -15.381, -1.287], [5.235, -15.482, -2.777], [3.657, -15.675, -3.664], [5.310, -17.806, -2.958], [4.133, -17.815, -0.392], [2.355, -23.808, 2.526], [1.177, -22.874, 2.398], [1.617, -21.554, 2.557], [3.438, -23.637, 1.606], [1.994, -24.815, 2.521], [2.817, -23.589, 3.480], [0.506, -23.079, 3.242], [0.651, -22.932, 1.454], [1.847, -21.208, 1.672], [3.185, -24.120, 0.806]],
  "atomic_forces_ev_per_a": [[0.5, -0.4, -0.6], [-0.4, 0.4, 0.2], [-0.3, -0.8, 0.8], [0.8, 0.2, -0.6], [0.2, 0.1, -0.2], [0.2, 0.1, 0.0], [-0.2, 0.2, 0.1], [0.0, 0.1, -0.1], [1.3, -0.6, 1.6], [-0.2, 0.2, 1.0], [0.0, 0.2, -0.8], [-0.5, -1.1, -1.5], [0.0, 0.4, -0.1], [-0.2, 0.5, 0.0], [-0.4, -0.2, 0.0], [-0.1, -0.9, 0.1], [0.1, 1.0, -0.6], [0.5, -0.1, 0.9], [0.0, -0.1, 0.0], [-0.1, -0.1, 0.0], [0.1, 0.3, -0.2], [-0.1, -0.2, 0.1], [-0.2, -0.5, -0.2], [0.0, 0.2, -0.2], [0.0, 0.3, -0.1], [-0.5, 0.1, 0.1], [-0.5, 0.4, 0.1], [0.3, -0.3, 0.0], [-0.6, -0.9, 0.1], [0.0, -0.1, 0.3], [0.1, 0.0, 0.1], [0.1, 0.3, 0.2], [0.4, -0.5, -0.5], [-0.1, 0.1, -0.4], [0.9, 1.0, -0.2], [-0.2, -0.2, 0.2], [-0.6, 0.2, -0.8], [-0.2, -0.1, 0.6], [0.2, 0.5, -0.2], [-0.3, -0.1, 0.4], [0.0, -0.2, -0.3], [0.5, -0.1, 0.0], [0.1, -0.1, 0.3], [0.4, 0.3, -0.1], [0.5, -0.1, 0.0], [0.6, -1.9, 0.4], [0.6, -0.9, 0.6], [-0.7, -0.4, -0.2], [-0.8, 1.6, -0.2], [-0.5, -0.1, 0.3], [0.2, 0.8, -0.2], [0.0, -0.7, -0.6], [0.8, 0.6, 0.0], [-0.6, 1.4, -0.3], [0.1, -0.1, 0.3], [-0.1, -0.3, 0.9], [1.2, -0.4, -0.5], [-0.5, 0.5, 0.4], [0.0, -0.1, -0.3], [0.0, 0.5, 0.0], [-0.5, -0.1, -0.2], [-0.5, 0.1, -0.2], [0.0, 0.1, 0.3], [0.2, -0.3, -0.5], [-0.1, -0.4, 0.3], [-0.1, 0.9, 0.0], [-0.4, -1.1, -0.9], [-0.1, -0.2, -0.3], [0.0, -0.6, 0.5], [0.0, -0.2, 0.1], [-0.2, 0.1, 0.8], [0.4, 0.1, -0.1], [0.3, 0.7, 0.5], [-0.1, 0.2, 0.0], [0.0, 0.2, -0.5], [-2.2, 0.1, -1.2], [2.7, -0.4, 1.1], [-1.2, -0.1, -0.5], [1.4, 0.8, 0.7], [0.4, 0.0, 0.3], [0.2, -0.6, 0.3], [-0.6, -0.3, 0.5], [-0.4, 0.3, -0.3], [0.0, 0.5, -0.7], [-0.1, 0.1, -0.5], [0.9, 0.0, 0.9], [-2.1, 1.0, -0.7], [1.0, 0.4, 0.2], [-0.4, -1.0, -0.1], [0.3, -0.1, 0.4], [0.4, -0.3, -0.5], [-0.3, -0.4, 0.3], [0.3, -0.5, -0.1], [-0.3, 0.0, 0.0], [-0.4, 0.3, -0.1], [-0.1, -0.7, -1.5], [0.2, -0.6, 0.6], [0.2, 1.2, 1.1], [-0.2, 0.1, -0.2], [0.1, 0.3, 0.3], [0.0, 0.1, 0.3], [-0.5, -0.6, -0.4], [0.1, 0.2, 0.2], [0.0, -0.3, -0.2], [-0.1, 0.5, -0.3], [0.2, 0.2, 0.5], [0.2, -0.1, 0.2], [0.5, 1.4, 0.2], [-0.3, 0.1, -0.2], [0.0, -0.8, -0.1], [0.0, -0.1, 0.4], [0.0, -0.2, -0.3], [-0.2, -0.5, -0.1], [-0.2, 0.0, 0.1], [-0.2, 0.1, -0.1]],
  "lowdin_charge": [1.82, 0.00, -0.61, -0.05, -0.03, 0.07, 0.07, 0.08, 0.05, -0.55, -0.14, -0.10, 0.08, 0.07, 0.05, -0.24, -0.25, -0.09, -0.06, 0.12, 0.12, 0.12, 0.12, 0.05, 0.09, -0.22, -0.22, -0.08, -0.09, 0.12, 0.11, 0.10, 0.12, 0.05, 0.02, -0.24, -0.25, -0.06, -0.07, 0.13, 0.13, 0.13, 0.13, 0.09, 0.07, -0.21, -0.22, -0.18, -0.17, 0.12, 0.10, 0.14, 0.13, -0.01, 0.05, -0.22, -0.23, -0.05, -0.11, 0.12, 0.11, 0.12, 0.09, 0.03, 0.06, -0.21, -0.17, -0.20, -0.08, 0.11, 0.13, 0.10, 0.15, 0.05, 0.04, -0.17, -0.26, -0.04, -0.14, 0.10, 0.13, 0.13, 0.12, 0.09, 0.04, -0.24, -0.15, -0.25, -0.09, 0.13, 0.09, 0.13, 0.12, 0.04, 0.04, -0.24, -0.20, -0.08, -0.12, 0.11, 0.11, 0.13, 0.11, 0.07, 0.02, -0.20, -0.21, -0.14, -0.12, 0.12, 0.11, 0.14, 0.11, 0.02, 0.07],
  "lumo_energy_ev": 0.3,
  "gap_ev": 9.46
}